A:
Computed, not measured: a cluster of 2 separate species, C3H7O3 in total, with ωB97M-V/def2-TZVPD.

Calculated values
* lowest unoccupied orbital energy: 3.96 eV
* multiplicity: 1
* total charge: -1
* E_HOMO: -3.858 eV
* gap between HOMO and LUMO: 7.82 eV

Geometry (Å):
C: 2.192 -1.121 -0.811
C: 1.303 -0.622 0.469
O: 0.590 0.334 0.223
O: 1.343 -1.367 1.454
H: 1.698 -0.536 -1.591
H: 2.157 -2.189 -1.068
H: 3.119 -0.815 -0.694
C: -2.022 1.656 -0.026
O: -2.892 0.816 -0.824
H: -2.573 0.413 -1.548
H: -2.719 1.827 0.775
H: -1.187 1.028 0.316
H: -1.668 2.519 -0.811

=====

B:
Computed, not measured: a cluster of 2 separate species, C3H7O3 in total, with ωB97M-V/def2-TZVPD.

Calculated values
* lowest unoccupied orbital energy: 3.97 eV
* multiplicity: 1
* total charge: -1
* E_HOMO: -3.071 eV
* gap between HOMO and LUMO: 7.04 eV

Geometry (Å):
O: 1.591 -2.524 2.545
C: 1.522 -1.367 2.072
O: 1.668 -1.310 0.671
H: 2.079 -0.563 2.521
H: 1.013 -0.879 -0.011
C: -0.921 0.360 -1.593
O: 0.333 -0.118 -1.416
C: -1.165 1.338 -0.356
H: -1.641 -0.487 -1.731
H: -1.026 1.013 -2.494
H: -1.487 0.653 0.418
H: -1.791 2.216 -0.632
H: -0.175 1.668 0.006

=====

C:
Computed, not measured: a cluster of 2 separate species, C3H7O3 in total, with ωB97M-V/def2-TZVPD.

Calculated values
* lowest unoccupied orbital energy: 4.11 eV
* multiplicity: 1
* total charge: -1
* E_HOMO: -3.938 eV
* gap between HOMO and LUMO: 8.05 eV

Geometry (Å):
C: 1.052 -1.934 -1.211
O: 0.513 -2.484 -0.051
H: 0.840 -2.124 0.772
H: 1.427 -0.916 -1.378
H: 0.235 -2.031 -1.959
H: 1.934 -2.511 -1.538
C: -1.012 2.448 0.003
C: -0.416 1.065 0.447
O: -0.665 0.095 -0.296
O: 0.256 1.116 1.499
H: -0.231 3.237 0.213
H: -2.018 2.773 0.270
H: -0.854 2.487 -1.078

=====

Which of them is the most stable? Correct choice: C.

=====

A:
Computed, not measured: a structure of composition CH9N4, with ωB97M-V/def2-TZVPD.

Calculated values
* lowest unoccupied orbital energy: -3.63 eV
* multiplicity: 1
* total charge: +1
* E_HOMO: -14.900 eV
* gap between HOMO and LUMO: 11.27 eV

Geometry (Å):
C: 1.505 0.684 0.031
N: 1.882 -0.496 0.340
N: -1.890 0.520 0.160
N: 0.444 1.209 -0.585
N: -0.725 0.231 -0.631
H: 0.096 -2.275 -0.918
H: 2.341 1.326 0.178
H: 2.799 -0.737 0.697
H: -1.138 0.213 -1.505
H: -1.577 0.275 1.149
H: -2.176 1.498 0.026
H: 0.451 2.203 -0.709
H: -0.055 -1.536 -0.659
H: 1.363 -1.327 -0.060

=====

B:
Computed, not measured: a cluster of 2 separate species, CH9N4 in total, with ωB97M-V/def2-TZVPD.

Calculated values
* lowest unoccupied orbital energy: -3.03 eV
* multiplicity: 1
* total charge: +1
* E_HOMO: -13.617 eV
* gap between HOMO and LUMO: 10.59 eV

Geometry (Å):
C: 1.251 -0.888 1.137
N: 0.053 -0.760 1.678
N: 0.829 0.813 -0.420
N: 1.616 -0.214 0.078
N: -1.920 0.606 -1.282
H: 1.938 -1.621 1.540
H: 2.567 -0.295 -0.267
H: -0.204 -1.281 2.501
H: -0.566 -0.016 1.378
H: -0.148 0.578 -0.696
H: 1.295 1.337 -1.146
H: -1.801 0.014 -2.101
H: -2.704 0.214 -0.772
H: -2.206 1.514 -1.629

=====

Which of them is the most stable? Correct choice: B.

=====

A:
Computed, not measured: an isolated molecule of C10H11NO, with ωB97M-V/def2-TZVPD.

Calculated values
* lowest unoccupied orbital energy: 0.83 eV
* multiplicity: 1
* structure (SMILES): N=C=C/C=C\C1=C2O[C@H]2CCC1
* E_HOMO: -7.382 eV
* gap between HOMO and LUMO: 8.21 eV

Geometry (Å):
C: 1.608 -2.259 -0.143
C: 0.595 -2.884 0.734
C: 1.334 -1.054 -0.751
C: 0.295 -0.212 -0.450
C: -0.644 -2.611 0.915
C: -0.365 0.748 -1.412
C: 0.088 2.141 -0.963
C: -0.374 2.596 0.492
C: -0.768 1.371 1.261
C: -0.048 0.154 0.768
N: -1.774 -2.270 1.216
O: 0.083 0.506 2.077
H: 2.464 -2.822 -0.509
H: 0.963 -3.804 1.143
H: 1.932 -0.764 -1.665
H: -0.056 0.577 -2.477
H: -1.470 0.644 -1.444
H: 1.155 1.940 -0.926
H: -0.124 2.911 -1.665
H: 0.611 3.171 0.800
H: -1.172 3.250 0.657
H: -1.809 1.298 1.574
H: -2.525 -2.627 0.767

=====

B:
Computed, not measured: an isolated molecule of C10H11NO, with ωB97M-V/def2-TZVPD.

Calculated values
* lowest unoccupied orbital energy: 0.86 eV
* multiplicity: 1
* structure (SMILES): N[C@H]1C[C@@H]2O[C@H]1c1ccccc12
* E_HOMO: -8.900 eV
* gap between HOMO and LUMO: 9.76 eV

Geometry (Å):
C: 1.516 -1.031 -0.219
C: 0.571 -1.519 -1.283
C: 0.191 -0.042 -1.868
C: 1.458 0.550 -0.301
C: 0.091 0.891 0.176
C: -0.245 1.205 1.470
C: -1.626 1.301 1.828
C: -2.510 1.198 0.767
C: -2.126 0.802 -0.621
C: -0.811 0.472 -0.787
H: 1.705 -2.588 1.151
H: 1.625 -1.010 1.943
H: 2.666 -1.417 -0.367
H: 0.840 -2.323 -2.081
H: -0.287 -2.094 -0.848
H: 0.039 -0.259 -2.905
H: 2.295 1.196 0.143
H: 0.438 1.431 2.248
H: -1.784 1.973 2.764
H: -3.608 1.507 0.739
H: -2.977 0.736 -1.274
N: 1.177 -1.612 1.088
O: 1.361 0.633 -1.763

=====

Which of them is the most stable? Correct choice: B.

=====

A:
Computed, not measured: the ion C5H11NO with charge -1, with ωB97M-V/def2-TZVPD.

Calculated values
* lowest unoccupied orbital energy (alpha / beta): 3.88 / 3.80 eV
* multiplicity: 2
* total charge: -1
* E_HOMO (alpha / beta): 0.613 / -3.049 eV
* gap between HOMO and LUMO (alpha / beta): 3.27 / 6.85 eV

Geometry (Å):
C: -1.711 0.059 1.526
C: -0.569 0.394 0.442
C: -0.022 -0.787 -0.248
C: 1.083 -0.662 -1.301
C: 2.350 -0.353 -0.539
O: 2.946 -1.282 0.114
N: -1.019 1.335 -0.623
H: -2.531 -0.416 1.019
H: -1.307 -0.636 2.239
H: -2.120 0.871 2.141
H: 0.381 0.875 0.978
H: -0.796 -1.231 -0.792
H: 0.205 -1.514 0.448
H: 0.933 0.157 -2.028
H: 1.329 -1.673 -1.737
H: 2.717 0.771 -0.411
H: -1.723 2.131 -0.322
H: -0.148 1.961 -0.907

=====

B:
Computed, not measured: a cluster of 2 separate species, C5H11NO in total, with ωB97M-V/def2-TZVPD.

Calculated values
* lowest unoccupied orbital energy (alpha / beta): 4.32 / 4.25 eV
* multiplicity: 2
* total charge: -1
* E_HOMO (alpha / beta): -0.037 / -2.565 eV
* gap between HOMO and LUMO (alpha / beta): 4.36 / 6.81 eV

Geometry (Å):
C: -0.446 0.791 1.308
N: 0.575 1.079 0.349
C: 0.233 1.097 -1.054
C: -0.470 -0.846 -1.373
C: 0.913 -0.756 -1.721
O: 1.921 -0.883 -1.003
C: -0.336 -0.623 1.996
H: -1.460 0.878 0.966
H: -0.506 1.525 2.123
H: 1.410 0.528 0.498
H: -0.717 1.580 -1.227
H: 1.054 1.694 -1.523
H: -1.151 -0.645 -2.185
H: -0.822 -1.720 -0.774
H: 1.035 -0.827 -2.824
H: -1.339 -1.021 1.817
H: -0.213 -0.474 3.065
H: 0.319 -1.379 1.563

=====

C:
Computed, not measured: a cluster of 2 separate species, C5H11NO in total, with ωB97M-V/def2-TZVPD.

Calculated values
* lowest unoccupied orbital energy (alpha / beta): 2.93 / 2.84 eV
* multiplicity: 2
* total charge: -1
* E_HOMO (alpha / beta): 0.793 / -1.293 eV
* gap between HOMO and LUMO (alpha / beta): 2.13 / 4.14 eV

Geometry (Å):
N: -0.135 1.501 -3.925
C: 0.633 1.444 -2.745
C: 0.011 1.141 -1.527
C: 0.637 0.573 -0.321
C: -0.177 0.358 0.755
C: 0.191 -0.328 2.047
H: -0.789 0.729 -3.943
H: 0.226 2.176 -4.574
H: 1.613 1.938 -2.774
H: -0.936 1.648 -1.241
H: 1.715 0.735 -0.028
H: -1.187 0.742 0.816
H: -0.533 -0.034 2.819
H: 0.392 -1.382 2.029
H: 1.128 0.126 2.461
H: -1.403 -4.288 3.043
H: -0.438 -3.636 3.953
O: -0.947 -3.443 3.154

=====

D:
Computed, not measured: a cluster of 2 separate species, C5H11NO in total, with ωB97M-V/def2-TZVPD.

Calculated values
* lowest unoccupied orbital energy (alpha / beta): 3.59 / 3.64 eV
* multiplicity: 2
* total charge: -1
* E_HOMO (alpha / beta): 0.984 / -4.654 eV
* gap between HOMO and LUMO (alpha / beta): 2.61 / 8.30 eV

Geometry (Å):
C: 1.780 -1.625 -0.075
N: 2.327 -0.593 -0.963
C: 1.521 0.550 -1.053
C: 0.176 0.770 -1.157
C: -0.232 2.163 -0.775
C: -1.250 2.303 0.085
H: 2.190 -1.581 0.942
H: 1.998 -2.611 -0.501
H: 0.718 -1.592 0.165
H: 3.258 -0.280 -0.763
H: 2.108 1.464 -1.109
H: -0.559 0.093 -0.736
H: 0.429 2.971 -1.066
H: -1.523 3.280 0.479
H: -2.005 1.546 0.253
H: -3.013 -1.872 2.195
H: -2.862 -2.929 3.252
O: -3.550 -2.442 2.773

=====

Which of them is the most stable? Correct choice: A.